1.
The following is a DFT calculation (the ωB97M-V functional and the def2-TZVPD basis) of a cluster of 8 separate species, C15H25NO10 in total.

Output
relative energy (zero: lowest compared OMol25 entry of this formula, charge and spin) = 242.2 kJ/mol
gap between HOMO and LUMO = 7.77 eV
calculated total energy = -1393.65697 Ha
molar mass = 379.4 Da
E_HOMO = -8.49 eV

ORCA input file:
```
! RIJCOSX wB97M-V def2-TZVPD def2/J DEFGRID3
* xyz 0 1
O 3.42 -2.76 -0.65
C 2.68 -2.27 0.18
N 2.19 -3.06 1.28
C 1.30 -2.33 2.17
O 0.73 -2.74 3.14
C 1.22 -0.93 1.51
C 0.46 0.27 1.86
C 0.51 1.49 1.07
C -0.29 2.80 1.36
O -1.67 2.62 1.73
C -2.33 1.62 0.97
C -2.47 1.67 -0.49
C -3.15 0.54 -1.15
C -3.66 -0.62 -0.43
C -3.53 -0.70 1.06
C -2.87 0.43 1.73
C 1.41 1.51 -0.11
C 2.20 0.34 -0.52
C 2.06 -0.85 0.30
H 2.90 -3.42 1.92
H -0.20 0.24 2.76
H 0.27 3.37 2.15
H -0.29 3.48 0.46
H -2.05 2.55 -1.03
H -3.26 0.56 -2.26
H -4.14 -1.48 -0.96
H -3.90 -1.59 1.63
H -2.79 0.36 2.84
H 1.53 2.43 -0.76
H 2.87 0.32 -1.40
O -3.44 -2.99 -2.52
H -2.87 -3.58 -2.01
H -3.29 -3.25 -3.43
O -1.24 -2.36 -0.04
H -0.36 -2.56 0.27
H -1.63 -1.79 0.62
O 5.69 -4.59 -1.27
H 5.00 -3.90 -1.21
H 6.51 -4.10 -1.21
O 3.16 3.09 -1.88
H 3.74 2.54 -1.34
H 3.31 2.78 -2.78
O 5.65 1.95 -3.37
H 5.54 1.96 -4.32
H 6.23 2.71 -3.20
O -1.49 1.42 4.66
H -1.40 1.48 5.62
H -1.46 2.34 4.37
O -5.31 1.81 -2.66
H -5.54 2.02 -1.75
H -5.95 1.14 -2.92
*
```

2.
The following is a DFT calculation (the ωB97M-V functional and the def2-TZVPD basis) of a cluster of 2 separate species, C15H25NO2 in total.

Output
relative energy (zero: lowest compared OMol25 entry of this formula, charge and spin) = 1604.9 kJ/mol
gap between HOMO and LUMO = 8.55 eV
calculated total energy = -791.21816 Ha
molar mass = 251.4 Da
E_HOMO = -7.79 eV

ORCA input file:
```
! RIJCOSX wB97M-V def2-TZVPD def2/J DEFGRID3
* xyz 0 1
C -3.19 -0.36 -1.49
H -2.27 -0.64 -2.24
H -4.02 -0.51 -2.11
H -3.12 -1.01 -0.70
C -3.17 0.94 -1.37
C -2.03 1.37 -0.36
C -2.17 1.69 1.10
C -0.97 2.14 1.54
C 0.26 2.06 1.00
C 0.48 1.62 -0.25
C -0.77 1.58 -0.96
H -0.70 1.21 -2.12
O 1.63 1.38 -1.05
C 2.87 1.77 -0.22
C 3.18 0.46 0.51
H 4.00 0.73 1.35
C 3.56 -0.96 -0.09
C 2.31 -1.44 -0.84
N 1.45 -1.83 -0.09
H 1.02 -1.17 0.74
C 0.13 -2.45 -0.82
C -0.87 -3.14 0.37
O -1.80 -2.37 0.85
C -1.45 -1.54 1.98
H -0.73 -1.91 2.28
H -2.22 -1.25 2.30
H -0.88 -0.89 1.39
H -0.10 -3.55 0.96
H -1.35 -4.04 -0.25
H 0.58 -3.17 -1.43
H -0.39 -1.55 -1.28
H 2.68 -2.25 -1.66
H 1.96 -0.59 -1.58
H 3.85 -1.68 0.54
H 4.30 -0.65 -0.84
H 2.41 0.49 1.36
H 3.61 1.77 -1.23
H 2.87 2.62 0.60
H 1.16 2.33 1.71
H -1.15 2.53 2.80
H -2.97 1.80 1.55
H -4.22 1.46 -0.41
H -3.28 1.67 -2.11
*
```

3.
The following is a DFT calculation (the ωB97M-V functional and the def2-TZVPD basis) of a structure of composition C15H25NO5PbSi2Te.

Output
relative energy (zero: lowest compared OMol25 entry of this formula, charge and spin) = 0.0 kJ/mol
gap between HOMO and LUMO = 8.40 eV
calculated total energy = -2057.48872 Ha
molar mass = 690.3 Da
E_HOMO = -8.75 eV

ORCA input file:
```
! RIJCOSX wB97M-V def2-TZVPD def2/J DEFGRID3
* xyz 0 1
Pb -0.35 -1.55 -1.14
O 2.90 0.02 -6.64
C 2.17 -0.21 -5.52
C 1.09 0.55 -5.13
C 0.51 0.18 -3.95
N 0.86 -0.91 -3.23
C 1.83 -1.69 -3.65
C 2.55 -1.35 -4.81
C 2.16 -2.85 -2.74
O 3.08 -3.64 -2.96
O 1.30 -3.03 -1.71
C -0.60 0.99 -3.31
O -1.14 1.88 -3.99
O -1.03 0.60 -2.11
H 2.52 0.71 -7.19
H 0.78 1.40 -5.73
H 3.27 -2.05 -5.26
C -1.28 4.06 2.39
Si -2.27 2.78 1.43
C -4.05 2.70 2.11
C -2.21 3.28 -0.41
C -1.43 1.05 1.57
Te 0.62 0.69 0.69
C 1.24 -0.28 2.57
Si 0.91 -2.13 2.73
C 2.04 -2.95 1.46
C -0.97 -2.44 2.54
C 1.45 -2.74 4.46
H -1.66 5.05 2.12
H -0.22 4.01 2.16
H -1.38 3.83 3.47
H -4.49 3.70 2.34
H -4.11 2.05 3.01
H -4.79 2.34 1.37
H -3.01 3.94 -0.69
H -2.10 2.42 -1.06
H -1.30 3.88 -0.55
H -2.15 0.31 1.14
H -1.21 0.80 2.62
H 0.77 0.27 3.40
H 2.34 -0.10 2.63
H 1.69 -2.91 0.44
H 2.20 -4.00 1.72
H 3.00 -2.47 1.50
H -1.49 -2.16 1.64
H -1.52 -1.94 3.31
H -1.18 -3.51 2.65
H 2.40 -2.26 4.73
H 1.57 -3.83 4.39
H 0.72 -2.47 5.20
*
```

4.
The following is a DFT calculation (the ωB97M-V functional and the def2-TZVPD basis) of a cluster of 5 separate species, C15H26Br10F5NO2P in total.

Output
relative energy (zero: lowest compared OMol25 entry of this formula, charge and spin) = 431.5 kJ/mol
gap between HOMO and LUMO = 6.09 eV
calculated total energy = -27372.73001 Ha
molar mass = 1177.4 Da
E_HOMO = -11.45 eV

ORCA input file:
```
! RIJCOSX wB97M-V def2-TZVPD def2/J DEFGRID3
* xyz 1 1
N 1.20 -1.32 0.24
C 0.92 -0.47 -0.58
O 0.54 0.66 -1.40
P -0.15 1.82 -0.26
C -1.64 2.60 -1.11
C -2.53 3.56 -0.17
O -3.69 2.80 0.29
C 1.09 3.08 0.49
F 1.91 2.31 1.41
F 0.47 4.09 1.28
C 2.13 3.82 -0.49
F 1.63 5.07 -0.99
F 2.65 3.04 -1.53
F 3.27 4.18 0.32
H -0.66 0.99 0.82
H -1.39 3.12 -2.12
H -2.34 1.71 -1.41
H -2.95 4.43 -0.82
H -1.97 4.02 0.72
H -4.01 3.17 1.16
Br 5.20 -0.61 -3.91
C 3.61 -0.26 -4.99
C 2.92 1.01 -4.55
Br 1.90 0.73 -2.90
H 2.98 -1.15 -4.92
H 3.98 -0.17 -6.01
H 2.19 1.32 -5.29
H 3.62 1.83 -4.36
Br -1.78 -2.45 3.36
C -2.58 -3.44 1.89
C -2.09 -2.93 0.56
Br -2.96 -1.25 0.10
H -3.66 -3.37 2.01
H -2.27 -4.48 2.05
H -2.35 -3.63 -0.24
H -1.01 -2.75 0.54
Br 6.96 1.63 -6.43
C 8.59 1.34 -5.40
C 9.62 0.58 -6.20
Br 9.19 -1.32 -6.30
H 8.30 0.83 -4.48
H 8.95 2.34 -5.15
H 10.60 0.63 -5.71
H 9.72 0.94 -7.23
Br -3.99 -6.48 3.42
C -5.65 -5.86 4.22
C -6.48 -5.07 3.23
Br -5.77 -3.27 2.98
H -5.38 -5.28 5.11
H -6.17 -6.76 4.53
H -7.49 -4.93 3.61
H -6.52 -5.54 2.25
Br -3.07 1.20 3.89
C -2.81 1.17 5.82
C -3.62 0.06 6.46
Br -5.50 0.54 6.58
H -3.07 2.16 6.20
H -1.74 1.00 5.97
H -3.30 -0.10 7.49
H -3.56 -0.88 5.92
*
```

5.
The following is a DFT calculation (the ωB97M-V functional and the def2-TZVPD basis) of a structure of composition C15H26IO2P2TeYb.

Output
relative energy (zero: lowest compared OMol25 entry of this formula, charge and spin) = 0.0 kJ/mol
gap between HOMO and LUMO (spin up / spin down) = 6.33 / 5.73 eV
calculated total energy = -3144.15031 Ha
molar mass = 727.9 Da
E_HOMO (spin up / spin down) = -13.16 / -13.16 eV
⟨S²⟩ = 0.757

ORCA input file:
```
! RIJCOSX wB97M-V def2-TZVPD def2/J DEFGRID3
* xyz 2 2
C -0.18 -3.35 -5.17
C 0.03 -3.02 -3.72
H 0.16 -4.41 -5.29
H 0.43 -2.65 -5.80
H -1.26 -3.22 -5.42
O 0.51 -3.37 -2.65
I -1.28 1.16 -3.79
Yb -0.21 -1.15 -2.07
P -2.28 -0.74 0.20
C -2.58 -1.63 1.76
C -3.81 0.25 0.18
H -4.63 -0.42 0.46
H -3.67 -2.36 -0.74
H -4.00 0.66 -0.82
H -2.83 -1.51 -2.06
H -2.63 -0.91 2.59
H -3.77 1.08 0.90
C -2.70 -1.96 -1.07
H -3.56 -2.12 1.67
H -2.02 -2.81 -1.09
H -1.81 -2.38 1.95
P 1.96 1.02 -0.68
C 2.96 0.61 0.76
C 2.33 -0.14 -2.02
H 2.35 2.79 -2.27
H 3.77 2.42 -1.25
H 2.43 3.41 -0.59
C 2.68 2.57 -1.25
H 1.74 0.08 -2.94
H 3.39 0.04 -2.27
H 4.00 0.77 0.47
H 2.83 -0.44 1.07
H 2.28 -1.19 -1.72
H 2.73 1.27 1.60
C 0.55 -2.09 0.33
O 0.91 -2.59 1.31
Te -0.45 1.61 -0.03
C 0.08 2.02 2.03
C 0.64 3.24 2.45
C 1.03 3.44 3.78
C 0.78 2.42 4.72
C 0.25 1.18 4.30
C -0.08 0.99 2.96
H 0.78 4.01 1.68
H 1.52 4.38 4.06
H 1.02 2.61 5.77
H 0.10 0.39 5.05
H -0.46 0.02 2.65
*
```

6.
The following is a DFT calculation (the ωB97M-V functional and the def2-TZVPD basis) of a structure of composition C15H26IrNOP.

Output
relative energy (zero: lowest compared OMol25 entry of this formula, charge and spin) = 0.0 kJ/mol
gap between HOMO and LUMO (spin up / spin down) = 7.62 / 6.15 eV
calculated total energy = -1162.00698 Ha
molar mass = 459.6 Da
E_HOMO (spin up / spin down) = -12.85 / -15.36 eV
⟨S²⟩ = 8.777

ORCA input file:
```
! RIJCOSX wB97M-V def2-TZVPD def2/J DEFGRID3
* xyz 2 6
C 0.32 -3.37 0.20
C 0.82 -2.60 -0.84
C 0.79 -1.20 -0.78
C 0.42 -0.61 0.45
C -0.17 -1.37 1.47
C -0.23 -2.76 1.32
C 1.17 -0.42 -1.99
C 0.35 -0.85 -3.24
N -1.05 -0.58 -3.18
Ir 0.97 1.30 0.99
C -0.69 -0.68 2.69
P -0.70 1.14 2.33
H 1.23 -3.08 -1.73
H -0.69 -3.36 2.11
H 0.36 -4.46 0.13
H -0.06 -0.84 3.59
H -1.71 -0.98 2.95
H 1.08 0.66 -1.83
H 2.22 -0.61 -2.23
H 0.75 -0.28 -4.11
C -0.78 2.08 3.86
C -2.35 1.33 1.59
H 0.48 -1.93 -3.43
C -2.01 -1.63 -3.03
C -1.50 0.78 -3.24
H 0.78 3.06 0.80
H -2.15 -2.19 -3.97
H -1.67 -2.36 -2.27
H -2.97 -1.20 -2.74
H -1.75 1.07 -4.28
H -2.40 0.91 -2.63
H -0.70 1.45 -2.89
H -2.98 0.49 1.90
H -2.76 2.28 1.94
H -2.25 1.35 0.50
H -1.41 1.57 4.60
H 0.24 2.21 4.26
H -1.22 3.05 3.62
H 0.15 2.80 0.46
C 3.87 1.58 1.53
C 2.84 1.70 0.46
O 2.97 2.00 -0.71
H 4.24 0.54 1.54
H 3.43 1.81 2.50
H 4.69 2.27 1.31
*
```

7.
The following is a DFT calculation (the ωB97M-V functional and the def2-TZVPD basis) of the ion C15H26N5O3 with charge +1.

Output
relative energy (zero: lowest compared OMol25 entry of this formula, charge and spin) = 225.7 kJ/mol
gap between HOMO and LUMO = 9.79 eV
calculated total energy = -1086.45562 Ha
molar mass = 324.4 Da
E_HOMO = -12.38 eV

ORCA input file:
```
! RIJCOSX wB97M-V def2-TZVPD def2/J DEFGRID3
* xyz 1 1
C 2.74 3.64 2.58
C 1.76 3.48 1.42
C 0.85 2.20 1.49
C -0.57 2.63 1.80
C 0.91 1.18 0.31
N 2.31 0.88 -0.13
C 2.70 0.16 -1.18
C 4.08 0.50 -1.60
O 2.03 -0.62 -1.83
C 0.00 -0.01 0.42
O -0.06 -0.79 1.35
N -0.86 -0.23 -0.56
C -2.04 -1.11 -0.55
C -1.60 -2.46 -1.21
C -0.46 -3.14 -0.67
C -0.47 -4.22 0.23
N 0.88 -4.53 0.52
C 1.64 -3.60 -0.09
N 0.86 -2.83 -0.92
C -3.22 -0.44 -1.26
O -2.97 0.48 -2.04
N -4.40 -0.88 -0.90
C -5.70 -0.24 -1.33
H 2.16 4.09 3.40
H 3.48 4.41 2.32
H 3.18 2.69 2.88
H 2.30 3.40 0.50
H 1.25 4.50 1.27
H 1.04 1.63 2.43
H -1.04 3.19 1.06
H -1.10 1.69 1.98
H -0.58 3.33 2.64
H 0.62 1.82 -0.46
H 3.00 1.65 0.03
H 4.15 1.43 -2.20
H 4.62 0.69 -0.66
H 4.53 -0.43 -2.08
H -0.79 0.34 -1.44
H -2.39 -1.20 0.46
H -2.40 -3.23 -1.17
H -1.48 -2.33 -2.22
H -1.42 -4.64 0.64
H 1.21 -5.16 1.23
H 2.65 -3.62 -0.20
H 1.12 -2.13 -1.55
H -4.50 -1.72 -0.44
H -5.55 0.78 -1.53
H -6.46 -0.43 -0.61
H -6.01 -0.79 -2.12
*
```

8.
The following is a DFT calculation (the ωB97M-V functional and the def2-TZVPD basis) of the ion C15H26NO with charge +1.

Output
relative energy (zero: lowest compared OMol25 entry of this formula, charge and spin) = 0.3 kJ/mol
gap between HOMO and LUMO = 9.12 eV
calculated total energy = -716.93539 Ha
molar mass = 236.4 Da
E_HOMO = -11.58 eV

ORCA input file:
```
! RIJCOSX wB97M-V def2-TZVPD def2/J DEFGRID3
* xyz 1 1
C -1.77 -1.87 1.81
C -2.78 -0.72 1.92
C -3.29 -0.24 0.57
C -4.28 0.91 0.71
N -2.12 0.20 -0.24
C -2.31 0.42 -1.69
C -0.95 0.18 -2.40
O -0.14 -0.65 -1.60
C 0.88 -0.07 -0.82
C 0.85 1.27 -0.43
C 1.85 1.77 0.39
C 1.86 3.21 0.80
C 2.85 0.91 0.82
C 2.88 -0.42 0.45
C 3.97 -1.32 0.94
C 1.88 -0.93 -0.39
C 1.89 -2.37 -0.80
H -0.80 -1.53 1.44
H -1.60 -2.30 2.79
H -2.14 -2.66 1.16
H -3.64 -1.07 2.50
H -2.33 0.11 2.47
H -3.76 -1.07 0.04
H -5.13 0.59 1.30
H -4.66 1.23 -0.26
H -3.82 1.76 1.20
H -1.70 1.02 0.20
H -1.40 -0.56 -0.21
H -2.68 1.43 -1.89
H -3.05 -0.30 -2.05
H -1.12 -0.36 -3.34
H -0.45 1.12 -2.64
H 0.09 1.95 -0.79
H 1.83 3.30 1.88
H 1.01 3.75 0.38
H 2.77 3.69 0.46
H 3.63 1.30 1.46
H 4.55 -1.70 0.10
H 4.64 -0.78 1.60
H 3.56 -2.17 1.47
H 1.77 -3.02 0.06
H 1.09 -2.57 -1.51
H 2.84 -2.62 -1.27
*
```